{
  "formula": "C39H48GeN4SeSn",
  "method": "ωB97M-V/def2-TZVPD",
  "energy_ev": -174877.1059,
  "relative_energy_kcal_mol": 0.00,
  "homo_energy_ev": -7.065,
  "gap_ha": 0.2193,
  "e_lumo_ev": -1.1,
  "species": ["Sn", "N", "C", "C", "C", "C", "C", "C", "C", "C", "C", "C", "C", "C", "N", "C", "C", "C", "C", "N", "H", "H", "H", "H", "H", "H", "H", "H", "H", "H", "C", "C", "C", "C", "C", "C", "C", "C", "N", "C", "C", "C", "C", "C", "C", "C", "C", "C", "C", "H", "H", "H", "H", "H", "H", "H", "H", "H", "H", "H", "H", "H", "H", "H", "H", "H", "H", "H", "H", "H", "H", "H", "H", "C", "Ge", "C", "C", "C", "Se", "C", "H", "H", "H", "H", "H", "H", "H", "H", "H", "H", "H", "H", "H", "H"],
  "xyz": [[-0.2228, 0.0078, -0.5241], [-2.1027, -9.6262, 3.2609], [-1.8659, -8.5536, 2.9179], [-1.5698, -7.2061, 2.4826], [-1.3045, -6.9547, 1.1390], [-1.0329, -5.6626, 0.7211], [-1.0367, -4.6142, 1.6340], [-1.2993, -4.8709, 2.9756], [-1.5608, -6.1615, 3.4033], [-0.7708, -3.2185, 1.1754], [-1.8682, -2.3503, 1.1481], [-3.2121, -2.6804, 1.4698], [-3.9602, -1.5326, 1.3062], [-3.0560, -0.5357, 0.8836], [-1.8126, -1.0043, 0.7921], [0.5455, -2.9128, 0.8499], [1.6805, -3.7610, 1.0055], [2.7851, -3.0244, 0.6437], [2.3004, -1.7467, 0.2714], [0.9801, -1.6745, 0.3869], [-1.3140, -7.7728, 0.4300], [-0.8214, -5.4620, -0.3222], [-1.2949, -4.0522, 3.6852], [-1.7599, -6.3653, 4.4472], [-3.5661, -3.6524, 1.7826], [-5.0228, -1.4089, 1.4586], [-3.2783, 0.4989, 0.6436], [1.6621, -4.7799, 1.3669], [3.8181, -3.3399, 0.6435], [2.8701, -0.8848, -0.0601], [3.3208, 5.6526, -0.7228], [2.9044, 4.2285, -1.0054], [3.2648, 3.6118, -2.1978], [2.9149, 2.2823, -2.4062], [3.3096, 1.5631, -3.6731], [2.1985, 1.6085, -1.4287], [1.7301, 2.2149, -0.2322], [2.1506, 3.5504, -0.0512], [0.9324, 1.4563, 0.6033], [0.5363, 1.7249, 2.0110], [0.7513, 0.4126, 2.7963], [0.2602, 0.5161, 4.2406], [1.0486, 1.6155, 4.9563], [0.8267, 2.9408, 4.2217], [-0.6623, 3.2952, 4.2653], [-1.4532, 2.2038, 3.5385], [-1.2370, 0.8578, 4.2469], [-0.9576, 2.0982, 2.0916], [1.2903, 2.8416, 2.7575], [3.9081, 6.0636, -1.5453], [3.9268, 5.7049, 0.1844], [2.4496, 6.2952, -0.5734], [3.8336, 4.1526, -2.9481], [4.0153, 2.1533, -4.2573], [2.4334, 1.3719, -4.2969], [3.7695, 0.5971, -3.4530], [2.0571, 0.5462, -1.5850], [1.8963, 4.1098, 0.8338], [1.8166, 0.1590, 2.7645], [0.2148, -0.3922, 2.2906], [0.4200, -0.4397, 4.7475], [2.1149, 1.3644, 4.9740], [0.7130, 1.7057, 5.9949], [1.4036, 3.7316, 4.7052], [-0.8333, 4.2683, 3.7922], [-0.9981, 3.3713, 5.3049], [-2.5180, 2.4547, 3.5395], [-1.8032, 0.0704, 3.7357], [-1.6044, 0.9158, 5.2770], [-1.1070, 3.0405, 1.5561], [-1.5412, 1.3321, 1.5854], [2.3673, 2.6526, 2.7234], [1.0878, 3.8029, 2.2863], [-4.7186, 6.2865, 0.3789], [-3.0517, 5.6095, -0.3807], [-2.7502, 6.3632, -2.1498], [-1.5383, 5.9684, 0.7953], [-3.1991, 3.6596, -0.5623], [-1.6475, 2.9394, -1.5231], [-2.5905, 2.2800, -3.0898], [-4.6838, 7.3764, 0.4596], [-4.8866, 5.8725, 1.3759], [-5.5631, 6.0155, -0.2589], [-2.6878, 7.4531, -2.0931], [-3.5666, 6.0999, -2.8262], [-1.8153, 5.9790, -2.5614], [-1.2797, 7.0298, 0.7840], [-0.6653, 5.3971, 0.4614], [-1.7784, 5.6804, 1.8217], [-4.0905, 3.3797, -1.1253], [-3.2440, 3.1716, 0.4124], [-3.1207, 3.1012, -3.5659], [-3.2825, 1.4921, -2.8022], [-1.8446, 1.8809, -3.7745]],
  "forces_ev_per_a": [[0.102, -0.049, -0.228], [0.049, 0.232, -0.070], [0.029, 0.032, -0.004], [-0.062, -0.169, 0.033], [0.008, -0.057, -0.043], [0.017, -0.048, -0.038], [-0.032, 0.063, -0.016], [-0.018, -0.003, 0.048], [0.002, -0.002, 0.067], [0.066, 0.010, 0.066], [-0.091, 0.058, 0.011], [0.038, 0.077, -0.002], [0.019, 0.069, -0.032], [-0.115, -0.107, 0.000], [0.026, 0.093, 0.090], [0.063, -0.069, -0.084], [0.100, 0.055, 0.014], [-0.043, -0.002, 0.011], [-0.050, -0.004, 0.016], [0.125, -0.093, -0.092], [0.004, 0.040, 0.018], [-0.017, -0.004, 0.033], [-0.011, -0.030, -0.023], [0.000, 0.012, -0.026], [0.042, 0.083, -0.043], [0.116, -0.004, -0.003], [0.008, -0.108, -0.008], [-0.009, 0.108, -0.033], [-0.092, 0.042, 0.012], [-0.040, -0.111, 0.052], [-0.022, -0.047, -0.049], [-0.028, 0.004, 0.054], [-0.036, -0.064, 0.011], [-0.006, 0.077, -0.054], [-0.027, 0.023, 0.089], [0.045, 0.057, 0.211], [0.262, 0.184, -0.125], [-0.073, 0.135, -0.148], [-0.420, -0.422, 0.349], [0.056, 0.080, 0.069], [-0.054, 0.068, -0.039], [-0.026, 0.107, -0.005], [-0.042, 0.031, -0.037], [-0.020, -0.115, -0.033], [-0.009, -0.055, -0.005], [0.130, -0.025, 0.036], [0.082, 0.079, -0.050], [0.096, 0.000, -0.039], [0.052, -0.161, 0.071], [-0.036, -0.019, 0.035], [-0.014, 0.009, -0.016], [0.027, -0.019, -0.005], [-0.021, -0.035, 0.064], [-0.002, -0.013, 0.016], [0.015, 0.004, 0.001], [-0.006, 0.028, -0.004], [-0.048, -0.103, -0.010], [-0.008, -0.078, -0.186], [-0.032, -0.004, -0.013], [0.022, 0.013, 0.078], [-0.002, -0.025, -0.022], [-0.050, 0.004, -0.008], [0.039, 0.007, -0.008], [0.030, 0.033, 0.034], [0.004, -0.024, -0.007], [0.006, 0.027, -0.026], [-0.021, -0.007, -0.016], [0.017, 0.018, 0.019], [-0.006, -0.009, -0.031], [-0.025, 0.058, -0.005], [-0.056, -0.011, -0.105], [0.016, 0.072, -0.076], [-0.025, -0.055, 0.180], [-0.038, 0.106, 0.065], [-0.045, -0.057, -0.007], [0.024, 0.103, -0.076], [0.111, 0.020, 0.023], [0.044, -0.102, -0.041], [-0.026, 0.053, 0.055], [0.011, 0.018, 0.064], [-0.037, -0.097, 0.011], [-0.010, 0.033, -0.070], [0.040, 0.027, 0.054], [-0.008, -0.087, -0.027], [0.041, 0.026, 0.020], [-0.057, 0.031, 0.001], [-0.005, -0.075, 0.022], [-0.060, 0.063, 0.043], [0.049, 0.008, -0.041], [0.016, 0.001, 0.017], [-0.048, 0.011, -0.006], [0.002, -0.011, -0.034], [-0.010, -0.020, -0.022], [-0.007, 0.007, 0.027]],
  "mulliken_charge": [0.291, -0.520, -0.125, 0.608, -0.860, 0.224, -0.340, -0.060, -0.856, 0.806, -0.274, -0.709, -1.487, -0.216, 0.676, -0.257, -0.663, -1.293, -0.307, 0.518, 0.442, 0.510, 0.551, 0.446, 0.557, 0.477, 0.356, 0.559, 0.447, 0.456, -1.589, 0.150, -0.868, -0.029, -1.630, -0.863, 1.287, -0.493, 0.541, 1.814, -0.921, 0.477, -1.736, 0.386, -1.470, 0.429, -1.364, 0.864, -1.824, 0.394, 0.339, 0.288, 0.292, 0.394, 0.280, 0.349, 0.374, 0.402, 0.476, -0.245, 0.414, 0.535, 0.595, 0.439, 0.258, 0.620, 0.360, 0.358, 0.620, -0.815, -0.799, 0.509, 0.332, -1.192, 0.456, -1.205, -0.754, -1.131, 0.289, -1.169, 0.369, 0.358, 0.367, 0.380, 0.331, 0.378, 0.515, -0.014, 0.183, 0.670, 0.292, 0.329, 0.316, 0.342]
}